DFT (ωB97M-V/def2-TZVPD) results for a structure of composition C28H33N7O8SV at a distorted geometry.

## Properties
- Highest occupied orbital energy (spin up / spin down): -6.84 / -8.21 eV
- Relative energy (zero: lowest compared OMol25 entry of this formula, charge and spin): 19.3 kcal/mol
- HOMO-LUMO gap (spin up / spin down): 6.566 / 7.877 eV
- Spin multiplicity: 4
- LUMO level (spin up / spin down): -0.27 / -0.33 eV
- Energy: -3414.1476 a.u.

Last column: Mulliken spin population.
Element x y z (Å)
1 H 1.857 0.569 -4.377  0.000
2 N -2.618 0.416 -0.171  -0.185
3 C 4.089 -4.871 3.307  0.000
4 O -0.781 -3.008 -1.238  -0.001
5 H 3.973 1.354 -1.073  0.000
6 C 3.093 -4.475 2.211  0.000
7 H -5.918 -1.616 0.639  0.000
8 H 0.484 2.429 -4.569  0.001
9 C 0.104 4.891 0.491  -0.011
10 H 4.216 -5.210 0.606  0.000
11 O 6.417 -1.193 2.097  0.001
12 H 0.595 -0.110 3.012  0.000
13 H -2.017 2.686 -3.230  -0.003
14 C 4.381 -0.112 1.905  -0.001
15 C 2.528 -4.067 -0.060  0.002
16 O 1.530 -2.160 -1.827  0.003
17 O 4.942 -1.353 3.784  0.001
18 H -1.028 3.902 -4.019  0.000
19 N -0.016 2.182 -3.691  0.006
20 O -0.330 0.944 1.532  -0.015
21 S 0.470 -2.403 -0.822  0.012
22 H 5.760 0.217 0.239  0.001
23 H 0.390 0.020 -5.196  0.000
24 C 3.138 0.016 2.376  0.010
25 H 4.505 -3.979 3.796  0.000
26 H -2.686 -1.626 -0.853  -0.013
27 H 4.901 -5.556 2.962  0.000
28 H -3.128 2.464 0.183  -0.012
29 H 2.905 -0.539 3.297  0.000
30 C -0.613 3.696 -1.944  0.050
31 H -3.254 1.926 -1.466  -0.024
32 V -0.506 0.830 -0.533  2.784
33 C 2.109 0.612 1.626  0.023
34 N -0.722 2.992 -0.762  -0.027
35 C 4.768 0.416 0.651  0.007
36 C 3.790 0.982 -0.079  -0.001
37 C 3.399 -4.578 0.859  -0.001
38 H 0.147 5.501 -2.894  0.000
39 N 5.345 -0.932 2.695  0.000
40 H 0.123 -2.802 2.064  -0.002
41 C -0.483 3.659 0.393  0.065
42 H -2.280 -0.781 1.472  -0.008
43 H -6.421 0.015 -0.894  0.000
44 O 1.467 1.399 -0.607  -0.016
45 H -6.251 0.625 1.350  0.000
46 C 1.001 -3.367 1.716  -0.001
47 H 3.554 -5.429 4.034  0.000
48 C 1.403 -3.326 0.402  0.001
49 C -1.015 3.150 -3.274  0.010
50 H 2.727 -4.050 -1.155  0.000
51 H -4.928 1.594 1.940  0.000
52 H -0.688 3.083 1.311  0.000
53 H -4.180 -2.219 0.668  -0.001
54 N -4.599 -0.930 -0.933  0.002
55 H -5.307 0.597 -2.131  0.000
56 H 1.624 -3.947 3.707  0.000
57 O 0.196 -1.139 -0.017  0.022
58 C -0.036 0.876 -3.432  0.000
59 N -4.402 -0.316 1.474  -0.001
60 C 0.445 5.524 -0.704  0.025
61 C -2.957 0.040 1.222  0.081
62 C -3.463 1.612 -0.442  0.109
63 C -0.021 4.999 -1.911  -0.013
64 H 0.251 5.330 1.461  -0.001
65 C 0.919 -0.012 -4.176  -0.005
66 H 1.049 -0.975 -3.683  -0.001
67 C 0.729 0.456 2.056  0.018
68 H -2.660 0.900 1.826  -0.006
69 C -5.390 0.285 -1.093  0.000
70 C -4.775 -1.391 0.525  -0.001
71 O -0.798 0.473 -2.492  0.033
72 H -3.024 -0.351 -2.161  -0.003
73 C -5.190 0.871 1.191  0.001
74 C 1.875 -3.889 2.641  0.000
75 C 2.379 1.021 0.210  -0.005
76 C -3.190 -0.630 -1.094  0.087
77 N -4.924 1.334 -0.190  0.001
78 H 1.024 6.455 -0.741  0.002



DFT (ωB97M-V/def2-TZVPD) results for a structure of composition C28H33N8ORbS2 at a distorted geometry.

## Properties
- Highest occupied orbital energy: -6.71 eV
- Relative energy (zero: lowest compared OMol25 entry of this formula, charge and spin): 23.2 kcal/mol
- HOMO-LUMO gap: 7.025 eV
- LUMO level: 0.31 eV
- Energy: -2420.5527 a.u.

Last column: Mulliken charge in e.
Element x y z (Å)
1 C 2.189 -2.351 -3.046  0.214
2 C -0.160 4.344 -2.705  -0.367
3 H -1.789 3.130 3.905  0.288
4 H 2.228 1.195 -6.058  0.313
5 C -1.582 -2.315 2.821  -0.028
6 C 4.917 -5.609 -3.683  -0.360
7 C -3.337 -1.236 4.188  -0.960
8 H -4.720 5.005 1.123  0.262
9 N -3.046 3.730 1.053  -0.167
10 H -2.254 -3.203 5.902  0.423
11 H -4.683 5.011 5.409  0.370
12 C -0.814 -3.789 4.359  -0.408
13 C 5.155 -4.385 -4.297  -0.695
14 C 2.936 -4.701 -2.670  -0.460
15 S -0.976 2.173 1.611  -0.332
16 H 0.242 -5.780 2.835  0.472
17 N 0.501 2.059 -2.422  0.038
18 H 3.530 -4.712 0.300  0.501
19 H 3.295 -0.011 -5.316  0.195
20 C -3.172 5.905 -0.073  -1.453
21 H 1.948 3.382 -5.151  0.307
22 C 2.122 -3.174 0.824  -0.361
23 C 3.172 -3.469 -3.272  0.483
24 H 3.633 1.716 -5.116  0.302
25 O 1.050 -2.628 -2.592  -0.970
26 H -0.175 -4.545 4.774  0.440
27 N -0.644 -3.297 3.064  0.351
28 H -2.820 3.408 0.126  0.276
29 H 6.018 -4.261 -4.940  0.377
30 C 2.012 0.942 -3.928  0.363
31 N 1.042 -2.802 1.507  -0.365
32 C -3.628 5.069 1.116  -0.309
33 C 1.263 2.139 -3.526  0.202
34 H -4.154 2.841 4.308  0.297
35 C -1.825 -3.113 4.920  -0.507
36 C -3.698 4.836 4.976  -1.154
37 C 0.814 -5.051 2.277  -0.511
38 H 0.658 5.357 -4.413  0.395
39 C 0.614 4.432 -3.852  -0.657
40 H 2.052 -4.811 -2.055  0.554
41 H -3.919 -1.511 5.065  0.302
42 Rb 0.130 -0.918 -1.162  0.897
43 H -4.474 4.081 3.107  0.307
44 H 2.611 -2.395 0.249  0.616
45 C 1.333 3.327 -4.264  -0.629
46 C 0.423 -3.716 2.234  0.350
47 N 2.644 -1.169 -3.451  -0.606
48 H -2.903 -0.245 4.328  0.383
49 N 1.915 -0.081 -3.156  0.327
50 C 1.945 -5.421 1.571  -0.489
51 C -3.775 3.778 3.883  -0.357
52 H 4.465 -2.361 -4.552  0.358
53 C 3.806 -5.763 -2.867  -0.643
54 N -2.465 3.550 3.287  -0.097
55 C 4.290 -3.322 -4.091  -0.038
56 C -0.173 3.131 -2.031  0.144
57 H -3.307 5.542 2.043  0.337
58 H -3.980 -1.202 3.311  0.299
59 H 3.610 -6.717 -2.393  0.385
60 H -3.026 4.514 5.773  0.320
61 H -3.491 5.443 -1.009  0.385
62 S -1.914 -1.454 1.450  -0.463
63 H -0.729 5.190 -2.344  0.334
64 H -0.737 3.011 -1.110  -0.034
65 H -2.085 5.997 -0.078  0.331
66 N -2.298 -2.216 3.982  0.194
67 H -3.606 6.903 -0.021  0.429
68 C 2.631 -4.462 0.846  -0.711
69 H -3.320 5.775 4.572  0.287
70 C 2.841 0.966 -5.184  -1.145
71 C -2.226 3.203 1.994  0.073
72 H 2.280 -6.450 1.584  0.420
73 H 5.591 -6.441 -3.849  0.376